DFT (wB97M-V/def2-TZVPD) results for a 14-piece molecular cluster, C64H128N20O10P4 overall.

Cartesian coordinates (Å):
N 3.0017 2.8468 -4.4756
C 3.1716 4.0073 -3.7889
C 2.7837 5.0980 -4.5531
C 2.4750 4.6247 -5.8424
C 2.4361 3.1499 -5.7383
H 3.2751 1.9117 -4.2094
H 3.6591 3.9640 -2.8262
H 2.9891 6.1054 -4.2224
H 2.3534 5.1436 -6.7817
H 2.3381 2.4576 -6.5615
N 4.3286 0.7869 7.0777
C 5.3932 1.6282 7.0541
C 5.8922 1.5991 5.8018
C 5.0386 0.8557 4.9917
C 4.0117 0.4322 5.7714
H 3.7588 0.5435 7.8753
H 5.7626 2.1109 7.9468
H 6.8689 2.0022 5.5782
H 5.2624 0.6570 3.9540
H 3.1220 -0.1671 5.6467
N 2.1555 -4.5123 4.1876
C 2.6197 -3.2896 4.3031
C 3.8183 -3.1438 3.6029
C 3.9638 -4.3984 3.0316
C 2.8825 -5.2380 3.3124
H 1.2738 -4.8563 4.5404
H 2.0137 -2.6725 4.9499
H 4.4424 -2.2635 3.6480
H 4.7456 -4.6199 2.3203
H 2.6269 -6.2314 2.9745
N -1.4455 3.3126 5.3193
C -0.2551 2.7628 5.6809
C 0.6331 2.9575 4.6241
C 0.0389 3.7881 3.6879
C -1.2585 3.9654 4.1189
H -2.3915 3.2254 5.6622
H -0.2231 2.2224 6.6155
H 1.6578 2.6496 4.4774
H 0.5082 4.1947 2.8043
H -2.1219 4.3871 3.6258
N 1.1560 -3.9601 -0.4593
C 0.1604 -4.4746 0.3218
C -0.7455 -5.2022 -0.4369
C -0.2284 -5.2129 -1.7001
C 0.8624 -4.4013 -1.6957
H 1.9006 -3.3143 -0.2387
H 0.1030 -4.3339 1.3911
H -1.5914 -5.7498 -0.0483
H -0.8057 -5.6141 -2.5199
H 1.3322 -4.0725 -2.6108
N -0.3866 -3.7950 6.8215
C 0.1976 -3.3525 8.0253
C 0.6198 -2.0596 7.8618
C 0.0719 -1.6476 6.6745
C -0.4776 -2.7352 5.9851
H -0.7621 -4.7166 6.6489
H 0.3426 -4.0813 8.8091
H 1.1217 -1.4316 8.5830
H 0.0969 -0.6383 6.2910
H -0.9213 -2.9123 5.0165
N 2.1893 -1.2937 -7.8076
C 0.9477 -0.7973 -8.1489
C 0.2980 -0.4715 -6.9873
C 1.1908 -0.7612 -5.8965
C 2.3114 -1.3077 -6.4774
H 2.9208 -1.5692 -8.4472
H 0.6043 -0.8314 -9.1723
H -0.6885 -0.0507 -6.8602
H 0.9450 -0.6621 -4.8496
H 3.1672 -1.5953 -5.8846
N 3.7579 6.3150 2.6742
C 3.9294 4.9588 2.5635
C 5.1252 4.8342 1.8567
C 5.4653 6.0741 1.4272
C 4.6106 7.0272 1.9152
H 3.0450 6.6377 3.3127
H 3.2562 4.2494 3.0217
H 5.5888 3.8793 1.6579
H 6.3028 6.2826 0.7780
H 4.5651 8.1018 1.8169
O -2.8649 -4.2345 3.6567
P -4.1861 -4.2589 2.9698
N -4.6092 -5.8575 2.4548
C -4.1775 -6.4015 1.1423
C -4.6582 -6.8673 3.4723
N -4.3427 -3.3529 1.5139
C -3.3932 -2.2337 1.3452
C -5.4684 -3.3143 0.5646
N -5.4071 -3.6956 4.0251
C -5.0263 -2.6060 4.9390
C -6.8075 -3.8738 3.8706
H -3.7137 -5.6721 0.4782
H -4.9376 -6.9561 0.5921
H -3.4144 -7.1601 1.3168
H -5.2427 -6.5467 4.3346
H -3.6517 -7.2149 3.7052
H -5.1355 -7.7719 3.0955
H -3.6229 -1.6205 0.4738
H -3.1927 -1.6003 2.2093
H -2.4092 -2.6272 1.0905
H -5.1656 -3.1885 -0.4750
H -5.8806 -4.3229 0.5327
H -6.1879 -2.5531 0.8665
H -5.5863 -2.5430 5.8720
H -3.9805 -2.6416 5.2443
H -5.1634 -1.6860 4.3708
H -7.3525 -3.9757 4.8091
H -7.0694 -4.8042 3.3667
H -7.1836 -3.0305 3.2915
O -6.0587 3.5080 -0.3187
P -5.7379 2.3150 0.5418
N -4.7225 2.7669 1.9327
C -5.0256 4.0692 2.6253
C -3.9762 1.7713 2.6573
N -4.8893 1.1187 -0.4022
C -5.6948 0.1088 -1.1225
C -3.8648 1.6862 -1.2170
N -7.0615 1.5062 1.2803
C -8.3757 2.1503 1.2682
C -6.8634 0.4479 2.3098
H -6.0497 4.0422 2.9974
H -5.0033 4.9872 2.0379
H -4.3095 4.1840 3.4390
H -4.0121 1.9213 3.7363
H -2.9227 1.9014 2.4095
H -4.2163 0.7347 2.4206
H -6.3837 -0.2775 -0.3714
H -6.2890 0.6185 -1.8809
H -5.0606 -0.6244 -1.6207
H -4.3386 2.2310 -2.0335
H -3.3268 2.4955 -0.7233
H -3.1824 0.9196 -1.5842
H -8.9244 2.2808 0.3355
H -8.9804 1.5598 1.9565
H -8.3276 3.1257 1.7524
H -7.7535 -0.1730 2.4112
H -6.5697 0.8327 3.2864
H -6.0764 -0.1798 1.8916
O 2.1833 -1.5684 0.4386
P 1.5809 -0.2192 0.4284
N 0.4168 0.0937 1.6605
C 0.0036 -1.0744 2.4323
C -0.5797 1.1289 1.5531
N 0.8372 0.1680 -1.0573
C -0.5176 -0.2901 -1.3736
C 1.6380 0.4045 -2.2652
N 2.6752 1.0754 0.6146
C 3.7125 1.0837 1.6118
C 2.2672 2.4611 0.2967
H -0.6768 -1.6787 1.8323
H -0.5398 -0.7824 3.3310
H 0.8443 -1.6467 2.8245
H -1.5288 0.7293 1.1957
H -0.2242 1.9356 0.9120
H -0.8106 1.4908 2.5550
H -0.6029 -0.6598 -2.3954
H -0.7515 -1.1664 -0.7690
H -1.1412 0.5746 -1.1465
H 1.0535 0.9776 -2.9851
H 2.4683 1.0731 -2.0376
H 2.0326 -0.4983 -2.7314
H 4.4640 1.8653 1.5004
H 3.1404 1.3397 2.5036
H 4.1762 0.1144 1.7951
H 1.8974 2.5022 -0.7279
H 3.1431 3.1080 0.3460
H 1.5691 2.8633 1.0308
O 4.3764 0.0974 -4.0291
P 5.4145 -0.5160 -3.1137
N 5.5451 0.3335 -1.6329
C 5.4989 1.8118 -1.6347
C 6.3975 -0.0990 -0.5892
N 7.0165 -0.3116 -3.7965
C 8.1982 -1.1469 -3.5211
C 7.2048 0.8455 -4.7372
N 5.2993 -2.1896 -2.8004
C 5.5049 -3.1580 -3.9220
C 4.3725 -2.6362 -1.8336
H 5.7603 2.2079 -0.6534
H 4.5129 2.1958 -1.8964
H 6.1361 2.1385 -2.4565
H 6.0651 0.2600 0.3848
H 7.3979 0.2637 -0.8253
H 6.3643 -1.1845 -0.4949
H 8.0768 -1.5622 -2.5207
H 8.3035 -1.9516 -4.2488
H 9.1013 -0.5384 -3.5676
H 6.9369 0.6897 -5.7822
H 6.6962 1.7519 -4.4089
H 8.2620 1.1107 -4.7255
H 5.9962 -2.6239 -4.7353
H 6.2023 -3.9655 -3.6990
H 4.5406 -3.5209 -4.2778
H 4.7578 -3.5526 -1.3866
H 3.3510 -2.7694 -2.1897
H 4.1601 -1.9730 -0.9950
C -4.6105 1.2512 -5.6189
C -3.5919 0.5842 -6.4674
O -3.4734 -0.8435 -6.2068
C -2.7412 -1.2559 -5.2059
O -2.2357 -0.5348 -4.3404
O -2.5985 -2.5551 -5.2936
C -1.6834 -3.2225 -4.4259
H -4.5335 2.3279 -5.4678
H -4.5293 0.7500 -4.6543
H -5.5880 1.0891 -6.0730
H -2.5746 0.9752 -6.4476
H -3.8746 0.7882 -7.5002
H -1.8801 -2.9333 -3.3935
H -0.6614 -2.9845 -4.7209
H -1.7816 -4.2914 -4.6152
C -1.1871 2.4887 -3.4378
C -2.2893 3.4746 -3.5853
O -1.8764 4.5250 -4.3952
C -2.7072 5.2313 -5.2041
O -3.8802 4.9086 -5.3868
O -2.1195 6.3992 -5.7389
C -0.8439 6.8915 -5.2939
H -0.8237 2.1785 -4.4174
H -1.5283 1.5628 -2.9749
H -0.3579 2.9219 -2.8783
H -2.7207 3.8539 -2.6589
H -3.1998 3.0145 -3.9690
H -0.8366 6.9355 -4.2049
H -0.8897 7.9235 -5.6418
H 0.0792 6.4042 -5.6080

Force components x, y, z for each atom (eV/Å):
N -1.61 0.83 -2.34
C 0.08 -0.25 0.25
C 1.31 -0.38 0.11
C -0.80 -3.86 0.45
C 1.94 3.47 0.74
H 0.12 -0.17 0.21
H -0.27 0.23 0.08
H -0.27 0.07 -0.17
H -0.39 0.15 0.24
H -0.06 -0.27 0.40
N -1.46 0.50 -0.54
C 0.37 -0.53 1.37
C 1.60 0.99 0.06
C 0.07 -0.17 -1.27
C -0.24 -1.05 1.46
H 0.11 0.32 -0.22
H 0.02 -0.18 -0.06
H -0.23 0.22 -0.40
H -0.48 -0.06 0.01
H 0.19 -0.07 -0.45
N -2.03 -2.32 -0.65
C 0.41 2.51 1.36
C -1.89 0.02 1.54
C 0.79 -1.47 -2.14
C 1.94 0.69 -0.18
H 0.13 0.46 0.12
H 0.47 0.57 0.00
H 0.04 -0.23 -0.31
H 0.07 -0.31 0.07
H 0.07 0.16 0.17
N 0.07 1.23 -1.66
C 0.17 -1.17 -0.20
C 0.90 -0.08 1.37
C -1.44 0.42 -0.22
C -0.61 0.07 -0.41
H 0.59 -0.22 0.61
H 0.41 -0.09 -0.18
H 0.04 -0.28 0.72
H -0.22 -0.09 -0.03
H 0.21 0.24 0.01
N -1.21 -1.03 -0.30
C -0.73 0.13 1.66
C 0.60 0.05 2.55
C -1.02 0.11 -1.72
C 0.85 0.05 -2.58
H -0.26 0.23 0.51
H 0.31 0.23 -0.02
H 0.10 0.12 0.01
H 0.60 -0.03 -0.41
H 0.56 0.13 0.31
N 0.55 0.57 1.85
C 0.38 -1.92 -0.76
C -0.76 -0.66 1.59
C -0.52 0.69 -3.22
C 0.06 0.60 0.44
H 0.05 0.27 0.11
H 0.11 0.19 0.03
H -0.08 -0.19 0.05
H 0.13 -0.03 -0.18
H -0.10 0.51 -0.05
N -0.07 -0.20 -1.06
C -0.09 -0.18 -0.12
C 0.32 0.09 0.61
C -0.75 -0.33 -1.13
C 0.17 0.57 2.56
H -0.35 0.05 0.10
H 0.10 0.22 0.10
H 0.05 -0.08 -0.29
H 0.26 0.05 -0.09
H 0.34 -0.11 -0.62
N -2.74 -0.68 1.03
C 1.64 0.74 0.10
C -2.01 -2.72 0.69
C 2.18 2.23 -1.73
C 0.43 -0.32 0.34
H 0.06 0.50 -0.46
H 0.22 0.13 0.16
H 0.15 0.19 -0.22
H 0.02 0.09 0.03
H 0.06 -0.21 0.08
O -0.59 0.82 -0.65
P -1.08 -0.95 -1.08
N -0.49 1.93 -0.92
C 0.57 0.00 0.56
C -0.07 -0.73 0.04
N 1.03 0.38 0.42
C 0.98 -0.62 -0.38
C 0.35 -1.19 0.94
N 2.03 -1.33 1.07
C 0.41 0.20 -0.71
C -0.69 -0.23 -0.74
H -0.31 0.25 0.25
H -0.58 0.34 0.20
H 0.35 -0.02 0.17
H 0.38 0.08 0.14
H 0.20 0.20 0.63
H -0.39 0.08 -0.23
H -0.58 0.11 0.19
H -0.56 0.07 0.23
H 0.18 -0.26 0.03
H 0.48 0.52 0.13
H -0.62 0.14 0.35
H -0.28 -0.10 -0.26
H -0.45 -0.39 -0.23
H 0.03 -0.31 -0.32
H -0.08 0.57 0.30
H 0.25 0.45 0.32
H 0.33 0.05 -0.42
H -0.71 0.07 -0.02
O -0.15 -1.43 1.66
P 0.73 0.47 0.50
N -1.56 0.54 -2.32
C -0.26 -1.15 -0.41
C 1.23 0.29 -0.01
N -0.93 -0.05 2.31
C -0.29 1.35 0.80
C 0.17 1.04 -0.63
N 0.26 0.01 -1.01
C -0.07 0.27 1.26
C 0.42 0.62 -1.39
H -0.04 -0.05 0.51
H 0.44 -0.42 -0.62
H -0.18 -0.06 0.06
H -0.46 -0.09 0.18
H 0.20 -0.21 0.09
H -0.25 0.17 -0.05
H 0.04 -0.60 -0.41
H -0.16 -0.10 -0.34
H 0.05 -0.11 0.36
H 0.05 -0.21 -0.64
H 0.28 -0.32 0.47
H -0.04 0.06 -0.01
H 0.54 -0.34 -0.28
H -0.29 -0.08 -0.24
H -0.02 0.30 -0.14
H -0.11 0.19 -0.11
H 0.02 0.08 0.07
H 0.16 -0.29 0.46
O 0.31 0.28 0.88
P -0.78 2.38 -0.82
N 1.53 -1.42 -0.74
C -0.30 0.08 0.16
C -0.14 -0.19 0.17
N 0.94 -0.04 0.30
C 0.53 -0.13 0.97
C 0.26 0.62 0.60
N 0.10 -0.09 -2.16
C -1.11 -0.47 1.39
C 0.34 -0.72 -0.16
H 0.07 -0.46 0.15
H -0.16 0.44 0.01
H 0.10 -0.11 -0.52
H -0.19 -0.06 -0.50
H -0.30 -0.06 0.10
H 0.28 0.32 0.04
H 0.02 0.47 -0.12
H -0.40 0.06 0.34
H -0.68 -0.56 -0.32
H -0.25 -0.25 -0.08
H 0.27 -0.33 0.10
H -0.02 -0.12 0.00
H -0.01 -0.11 -0.53
H 0.59 0.08 0.99
H -0.06 -0.06 -0.30
H -0.40 0.20 0.26
H 0.14 -0.10 -0.05
H -0.26 0.08 -0.05
O 1.27 -0.53 1.35
P 1.43 0.95 -0.97
N -2.20 -0.23 -0.57
C -0.71 -0.67 -1.45
C 0.56 -1.09 0.32
N -1.30 0.52 -0.67
C -1.08 0.37 0.03
C 0.30 -0.45 0.69
N 1.18 1.57 -1.11
C 0.27 1.50 0.03
C -1.10 -0.49 1.67
H 0.23 -0.12 -0.23
H -0.21 -0.22 0.17
H 0.47 0.62 0.46
H 0.04 0.30 -0.08
H 0.54 -0.22 0.52
H 0.36 -0.09 -0.15
H 0.27 -0.18 -0.08
H 0.07 -0.21 -0.03
H -0.04 0.06 0.15
H -0.22 -0.42 0.03
H -0.28 -0.23 0.06
H 0.13 -0.13 0.04
H -0.19 0.12 -0.15
H -0.31 -0.13 0.59
H 0.03 -0.18 0.06
H -0.28 -0.28 -0.02
H -0.08 -0.49 -0.61
H 0.67 0.48 -0.03
C -0.57 -0.31 0.93
C 1.34 0.54 -0.81
O -1.17 0.46 -1.41
C 1.46 1.60 1.67
O -0.63 -0.95 -1.00
O -0.34 -0.93 -0.51
C 0.35 0.19 0.01
H 0.47 -0.05 -0.26
H -0.47 0.31 0.29
H -0.15 -0.20 0.32
H -0.04 0.26 0.71
H -0.03 -1.10 -0.25
H 0.16 -0.25 -0.01
H 0.04 0.36 0.18
H -0.45 0.15 0.21
C 0.49 -0.35 0.02
C -2.34 -0.88 0.39
O 1.03 2.56 -1.67
C -1.09 0.01 0.54
O 2.66 1.14 -0.17
O -1.07 -2.86 0.53
C -0.51 0.71 0.90
H 0.09 0.15 -0.11
H -0.06 0.27 0.12
H 0.12 -0.10 0.04
H 0.70 0.40 0.45
H 0.21 -0.22 -0.69
H 0.05 -0.13 0.06
H 0.36 -0.09 -0.11
H -0.48 -0.47 -0.43

- energy above the lowest of the compared OMol25 structures with the same formula, charge and spin (eV) = 0.000
- total charge = 0
- total energy (Ha) = -5728.33924
- gap between HOMO and LUMO (eV) = 7.89